1.
The following is a DFT calculation (the ωB97M-V functional and the def2-TZVPD basis) of a molecular structure, C18H44BeN2O6.

XYZ file:
```
71
Properties=species:S:1:pos:R:3:forces:R:3
Be -0.416871 -0.415777 0.287424 0.548 -0.444 -0.281
C 0.086827 0.432665 -4.214803 -0.200 3.056 -1.398
C 0.643718 -0.523189 -3.250201 -1.067 0.360 1.921
C 2.002219 -0.140563 -2.739842 1.017 0.346 -1.191
O -0.288255 -0.506349 -2.171165 -0.548 -0.881 1.554
H 0.587700 0.578323 -5.171881 0.368 -0.861 -0.356
H 0.227949 1.449398 -3.848143 -0.350 0.375 0.588
H -0.975447 0.338533 -4.440260 0.021 -0.443 0.273
H 0.683548 -1.393403 -3.905368 0.201 -1.396 0.828
H 2.009514 0.759506 -2.125083 -0.534 -0.229 0.528
H 2.564446 0.223215 -3.599880 0.564 -0.350 -0.311
H 2.545372 -0.962310 -2.273137 -0.162 0.185 0.056
C -0.608371 -2.106462 4.064807 0.204 -0.436 0.447
C 0.556153 -1.154499 3.909922 -0.008 0.499 -1.796
C 1.914272 -1.950687 3.902636 -0.784 0.289 -1.050
O 0.371355 -0.419735 2.704676 0.007 0.333 -1.695
H -0.522971 -2.643403 5.009527 -0.175 -0.303 0.081
H -0.524611 -2.804468 3.231817 -0.022 -0.280 0.004
H -1.603244 -1.666264 3.997243 0.178 0.416 0.076
H 0.567488 -0.342661 4.637172 0.042 -0.318 0.780
H 1.848597 -2.603999 3.032604 -0.131 -0.159 -0.166
H 2.161128 -2.626672 4.721297 -0.164 0.417 0.449
H 2.737982 -1.287581 3.638270 0.040 0.175 0.466
C 3.240932 -1.567526 0.215538 -0.126 -0.271 0.672
O 1.811389 -1.875489 -0.037600 2.171 4.576 -0.614
C 1.467750 -3.145348 0.107998 0.647 -4.468 1.157
C 0.197323 -3.671960 -0.590998 0.911 1.270 1.199
N -0.926994 -3.143035 0.182131 0.360 2.149 -1.177
C -2.114147 -2.930568 -0.614645 -0.579 -1.006 0.136
C -3.223824 -2.246969 0.154485 1.309 1.195 -0.366
O -2.782335 -0.861995 0.505160 0.771 -2.152 -0.512
C -3.709708 -0.270814 1.390609 0.339 0.056 0.141
H 3.563283 -0.589636 -0.142122 -0.730 -0.213 -0.764
H 3.948263 -2.347903 -0.065178 -0.524 -0.321 -1.369
H 3.629773 -1.520214 1.232716 -1.484 0.068 1.021
H 1.420639 -3.370366 1.173475 -0.592 -0.249 0.464
H 2.322098 -3.761225 -0.172859 0.147 -0.482 -0.607
H 0.178133 -4.761640 -0.609356 0.295 -0.139 -0.056
H 0.236898 -3.281704 -1.607970 -0.581 0.106 -0.008
H -1.092298 -3.600943 1.067054 0.074 -0.096 -0.067
H -2.481235 -3.913752 -0.909097 -0.643 -0.323 -0.150
H -1.892393 -2.456207 -1.570622 0.358 0.584 0.310
H -3.453163 -2.832506 1.044794 -0.068 0.288 0.319
H -4.095306 -2.218035 -0.499566 -0.220 0.349 0.169
H -3.825289 -0.930015 2.250958 -0.564 -0.141 -0.015
H -4.603440 -0.097102 0.791297 -0.385 0.130 0.568
H -3.319575 0.654367 1.814796 0.094 0.072 -0.480
C 2.295244 5.326391 -0.797587 0.647 -1.705 0.950
O 1.881962 5.099762 0.552245 -0.917 0.844 -0.255
C 1.852685 3.805209 1.172742 0.181 -0.172 -2.264
C 1.472687 2.557544 0.295446 1.892 -0.195 2.290
N 0.095579 2.165578 0.320548 -1.474 -0.700 -1.631
C -0.676302 2.869703 -0.715963 -0.656 0.450 1.562
C -2.182028 2.791575 -0.310226 0.886 -1.239 -2.675
O -2.609172 1.449886 -0.667013 -0.488 0.982 1.201
C -3.028077 1.348274 -2.012360 0.978 0.105 -0.262
H 3.183970 4.750111 -1.054825 0.558 -0.210 0.284
H 2.621384 6.363408 -0.877047 -0.815 0.005 -0.228
H 1.579887 4.891498 -1.495608 -0.487 0.906 -0.264
H 1.073176 3.856326 1.932923 0.651 0.224 0.530
H 2.897933 3.689433 1.459358 -0.218 -0.588 0.887
H 1.912741 1.703765 0.810713 0.794 0.167 0.218
H 2.031599 2.615470 -0.638561 -0.926 -0.142 -0.536
H -0.347493 2.367862 1.205345 0.457 -0.032 0.463
H -0.354528 2.438053 -1.663713 -0.779 -0.108 -0.194
H -0.395685 3.922954 -0.712330 0.126 0.313 -0.031
H -2.729990 3.515722 -0.913107 -0.225 0.115 0.043
H -2.378138 3.015302 0.738390 0.222 -0.332 0.089
H -3.005616 0.295904 -2.295398 -0.155 0.070 0.149
H -2.271444 1.841449 -2.622585 -0.005 -0.044 -0.393
H -3.985648 1.825790 -2.220014 -0.273 -0.047 0.288
```
Positions in Å, forces in eV/Å.

The value obtained for the energy relative to the best compared isomer or geometry (same formula, charge and spin) is 395.05 kJ/mol. As for the net charge: 0. Its molecular weight is 393.57 g/mol. The total energy comes out at -1287.5969 hartree.

For each atom in turn, the Mulliken charge in e is: Be 0.938; C -1.619; C 0.474; C -0.526; O -0.479; H 0.443; H 0.238; H 0.321; H 0.235; H -0.286; H 0.473; H 0.051; C -0.912; C 0.259; C -0.795; O -0.709; H 0.429; H -0.023; H 0.207; H 0.302; H -0.084; H 0.417; H 0.240; C -1.049; O 0.480; C -0.692; C -0.788; N -0.019; C -0.870; C -0.799; O 0.293; C -0.965; H 0.290; H 0.468; H 0.206; H -0.043; H 0.539; H 0.424; H 0.243; H 0.179; H 0.521; H 0.235; H 0.425; H 0.366; H 0.342; H 0.315; H 0.151; C -0.626; O -0.397; C -0.579; C -0.745; N 0.208; C 0.126; C -1.051; O 0.094; C -0.783; H 0.293; H 0.279; H 0.207; H 0.306; H 0.407; H 0.143; H 0.399; H 0.277; H -0.163; H 0.258; H 0.332; H 0.408; H 0.153; H 0.291; H 0.318

2.
The following is a DFT calculation (the ωB97M-V functional and the def2-TZVPD basis) of a molecular structure, C18H44BrClInP2.

XYZ file:
```
67
Properties=species:S:1:pos:R:3:forces:R:3
In 0.191190 -1.077291 0.675455 0.091 2.753 -0.176
Cl 0.039235 -0.012609 -1.661410 0.131 -0.261 -1.321
P -0.514215 -3.394771 -0.129707 0.382 0.911 0.428
C 0.534958 -4.022306 -1.514945 0.021 0.139 -0.027
C -0.189558 -4.328963 1.427758 -0.420 -1.016 -0.531
C -2.216184 -3.406917 -0.825408 -0.016 -0.080 0.082
C 1.801872 -3.168441 -1.637152 0.130 0.033 -0.122
H -0.106208 -3.792642 -2.382379 0.238 -0.049 0.119
C 0.866313 -5.518212 -1.549075 -0.040 0.148 0.008
H 1.375500 -5.859926 -0.636462 -0.196 0.072 -0.213
H 1.552835 -5.668597 -2.389230 -0.050 -0.131 0.112
H -0.022820 -6.125704 -1.737541 0.076 -0.057 0.207
H 1.556278 -2.111483 -1.791782 0.039 -0.192 0.058
H 2.363537 -3.520933 -2.509187 0.060 0.045 0.073
H 2.445040 -3.237706 -0.750463 -0.164 -0.043 -0.204
H -2.025901 -2.829231 -1.750164 -0.053 -0.033 0.366
C -3.201117 -2.601199 0.032984 -0.143 -0.013 -0.157
C -2.790338 -4.768319 -1.238090 -0.103 0.190 -0.116
H -2.305617 -5.145090 -2.145745 0.025 -0.085 0.249
H -3.850222 -4.625300 -1.479998 0.094 -0.130 0.013
H -2.726196 -5.516759 -0.441527 0.026 0.077 -0.087
H -2.762061 -1.681682 0.442335 -0.055 -0.233 -0.080
H -3.613047 -3.207256 0.847474 0.142 0.120 -0.057
H -4.039157 -2.311262 -0.611049 0.040 0.012 0.140
C 1.257061 -4.111998 1.924219 -0.207 0.126 -0.049
H -0.327789 -5.378170 1.110592 0.142 -0.001 0.519
C -1.198671 -3.978710 2.535172 0.104 0.055 -0.062
H 2.014364 -4.423941 1.192557 -0.211 0.101 0.143
H 1.389935 -4.706409 2.838384 0.011 0.097 -0.189
H 1.430757 -3.053082 2.182752 -0.034 -0.456 -0.066
H -1.144740 -2.904312 2.793492 -0.057 -0.431 -0.058
H -0.922948 -4.555619 3.430150 -0.126 0.201 -0.148
H -2.228857 -4.244590 2.261729 0.265 0.093 0.046
H 1.945276 -1.151577 0.764847 -0.120 -0.239 -0.151
H -0.782575 0.463716 0.894085 -0.134 -1.073 -0.333
P 0.480668 3.833685 -0.219011 -0.229 -3.563 0.712
C -0.750462 4.323518 -1.432710 -0.165 0.494 -0.031
C 0.306439 4.370095 1.519023 0.200 1.623 -0.266
C 2.080726 3.531083 -1.008216 0.193 0.582 -0.082
C -1.914601 3.318145 -1.362625 -0.116 0.252 -0.306
H -0.257585 4.185844 -2.414131 -0.065 0.051 0.392
C -1.146091 5.798406 -1.295038 -0.457 -0.080 -0.391
H -1.553200 6.021015 -0.294589 0.178 -0.048 -0.314
H -1.921365 6.026295 -2.037194 -0.075 0.194 0.131
H -0.287305 6.451641 -1.497434 -0.167 -0.128 0.186
H -1.538341 2.298623 -1.518829 -0.075 0.280 0.149
H -2.630660 3.554143 -2.158378 -0.208 -0.033 0.052
H -2.427412 3.353104 -0.390862 0.146 -0.008 -0.295
H 1.775946 2.977677 -1.923829 0.138 0.270 0.503
C 3.011797 2.591777 -0.203831 -0.226 0.165 -0.365
C 2.717125 4.873957 -1.403927 0.697 -0.337 -0.205
H 2.191896 5.314604 -2.264458 0.077 -0.007 0.335
H 3.760889 4.707048 -1.697232 0.104 0.237 -0.135
H 2.701367 5.582580 -0.561152 0.037 -0.213 -0.292
H 2.440912 1.762541 0.241314 0.196 0.324 -0.112
H 3.558340 3.140105 0.573477 -0.128 -0.184 -0.122
H 3.741624 2.161427 -0.901691 0.000 0.075 0.189
C -1.053646 3.948390 2.100796 0.178 0.010 -0.003
H 0.348006 5.476238 1.449877 -0.102 -0.180 0.762
C 1.448791 3.880140 2.427954 -0.290 0.064 -0.155
H -1.900512 4.315393 1.504204 0.244 -0.157 0.094
H -1.144630 4.397390 3.101263 -0.023 -0.157 -0.117
H -1.105883 2.850575 2.185921 -0.028 0.346 -0.105
H 1.404048 2.785165 2.539880 0.118 0.325 -0.077
H 1.306139 4.342350 3.414347 0.014 -0.185 -0.108
H 2.434768 4.192315 2.064974 -0.209 -0.151 0.033
Br 0.126264 -0.387994 3.289430 0.156 -0.509 1.523
```
Positions in Å, forces in eV/Å.

The value obtained for the energy relative to the best compared isomer or geometry (same formula, charge and spin) is 183.78 kJ/mol. As for the net charge: -1. Its molecular weight is 552.67 g/mol. The total energy comes out at -4619.2821 hartree.

For each atom in turn, the Mulliken charge in e is: In 0.695; Cl -0.703; P 0.057; C 0.567; C 0.219; C 0.694; C -1.366; H 0.404; C -1.519; H 0.246; H 0.485; H 0.295; H 0.259; H 0.481; H 0.194; H 0.355; C -1.594; C -1.446; H 0.295; H 0.446; H 0.275; H 0.317; H 0.323; H 0.486; C -1.201; H 0.642; C -1.286; H 0.198; H 0.465; H 0.148; H 0.161; H 0.442; H 0.266; H -0.319; H -0.342; P 0.028; C 0.287; C 0.465; C 0.647; C -1.096; H 0.347; C -1.466; H 0.231; H 0.462; H 0.309; H 0.125; H 0.436; H 0.190; H 0.293; C -1.545; C -1.448; H 0.296; H 0.469; H 0.265; H 0.248; H 0.288; H 0.474; C -1.269; H 0.500; C -1.411; H 0.268; H 0.469; H 0.140; H 0.249; H 0.483; H 0.265; Br -0.640

3.
The following is a DFT calculation (the ωB97M-V functional and the def2-TZVPD basis) of a molecular structure, C18H44ClNO2P2V.

XYZ file:
```
69
Properties=species:S:1:pos:R:3:forces:R:3
V 0.203696 -0.088086 0.360946 -1.227 0.782 1.306
P -0.283587 -2.381347 -0.281758 -0.274 -1.268 0.824
C 0.711149 -3.159676 -1.661423 0.007 0.415 -0.233
C 0.041034 -3.579398 1.167631 -0.223 0.106 -0.422
C -2.038414 -2.658184 -0.883628 0.010 -0.042 0.148
C 2.106963 -2.524865 -1.832135 0.206 -0.010 -0.107
H 0.092253 -2.892869 -2.536420 0.287 -0.189 0.095
C 0.838991 -4.694898 -1.588739 -0.009 0.000 -0.056
H 1.616441 -4.991156 -0.869072 -0.257 0.095 -0.179
H 1.143192 -5.062141 -2.578772 0.019 0.092 0.225
H -0.094180 -5.207521 -1.332893 0.287 0.160 -0.017
H 2.069801 -1.553741 -2.335406 -0.099 -0.182 0.075
H 2.763055 -3.183175 -2.422848 -0.279 0.118 0.101
H 2.606451 -2.349103 -0.872594 -0.119 -0.140 -0.113
H -2.000260 -2.075127 -1.821542 -0.101 -0.289 0.188
C -3.123172 -2.032807 0.014602 0.189 0.395 0.587
C -2.418118 -4.116685 -1.169643 -0.049 0.088 -0.144
H -1.952257 -4.495315 -2.085698 -0.076 -0.099 0.254
H -3.509439 -4.153251 -1.294097 0.288 -0.084 -0.089
H -2.173274 -4.761583 -0.310690 -0.041 0.124 -0.332
H -2.698007 -1.329426 0.737370 -0.213 -0.299 -0.420
H -3.666639 -2.769989 0.630385 0.167 0.061 -0.548
H -3.826675 -1.442074 -0.592494 0.067 -0.387 0.213
C 1.469896 -3.403481 1.676369 0.452 0.815 0.367
H -0.060085 -4.598192 0.763496 -0.070 0.314 0.053
C -0.984495 -3.393976 2.294226 -0.086 0.168 0.205
H 2.252309 -3.730846 0.987578 -0.188 -0.212 0.002
H 1.598296 -3.890249 2.648073 -0.027 -0.343 -0.218
H 1.663299 -2.330961 1.907044 0.119 -1.654 -0.503
H -1.140369 -2.335564 2.550542 -0.058 -0.287 -0.130
H -0.609632 -3.873662 3.207643 -0.041 0.005 -0.179
H -1.955285 -3.853445 2.065903 0.217 0.223 -0.064
Cl 1.011512 -0.533827 2.343443 -0.433 1.379 0.453
H 1.433501 -0.403131 -0.526715 0.543 0.068 -0.651
H -0.979629 -0.312948 -0.673029 -0.098 0.230 -0.818
P 0.440537 2.420133 -0.153159 -1.177 -0.419 0.518
C -0.770637 3.193236 -1.328730 -0.016 0.298 -0.633
C 0.339140 3.519822 1.381851 1.312 0.114 -0.032
C 2.060338 2.619601 -0.990618 0.136 0.552 -0.263
C -2.173593 2.586125 -1.384178 -0.712 0.151 -0.065
H -0.286375 2.992951 -2.296316 -0.027 0.172 0.034
C -0.894533 4.718063 -1.149156 -0.041 0.230 -0.075
H -1.546647 4.955072 -0.293013 0.260 -0.080 -0.278
H -1.357717 5.155676 -2.046948 0.045 -0.194 0.251
H 0.064948 5.229444 -1.012398 -0.253 -0.122 0.034
H -2.196077 1.611788 -1.876855 0.096 0.057 -0.042
H -2.910378 3.248536 -1.864482 0.550 -0.002 -0.359
H -2.561765 2.414597 -0.382248 -0.021 0.274 -0.636
H 1.869605 2.125816 -1.957616 -0.052 0.132 0.215
C 3.208623 1.857614 -0.312979 0.313 -0.288 0.166
C 2.433815 4.083429 -1.261197 0.448 0.169 -0.202
H 1.822275 4.542831 -2.044920 0.021 -0.130 0.200
H 3.479401 4.155156 -1.595721 -0.227 -0.075 0.034
H 2.357766 4.696203 -0.354277 -0.009 -0.125 -0.131
H 2.884536 1.132476 0.440562 -0.049 0.212 -0.014
H 3.926197 2.537429 0.162515 -0.223 -0.091 -0.053
H 3.757189 1.261782 -1.052063 -0.016 0.227 0.049
C -0.940605 3.399359 2.185182 0.247 0.873 1.667
H 0.483023 4.561296 1.005994 -0.245 -0.694 0.268
C 1.518339 3.186999 2.306870 0.379 -0.389 0.384
H -1.754615 3.894917 1.653617 -0.229 -0.547 0.329
H -0.847307 3.858921 3.194061 0.426 0.732 -0.720
H -1.169049 2.385675 2.523168 0.069 0.542 -0.496
H 1.537566 2.096920 2.526914 0.100 0.697 -0.093
H 1.363682 3.698546 3.269262 0.091 -0.108 -0.286
H 2.510543 3.493668 1.933432 -0.408 -0.183 -0.038
O -2.578234 0.453534 2.650763 -0.007 -0.497 -1.783
N -2.243247 0.438966 1.452328 1.193 2.836 1.893
O -1.935089 1.636088 0.984676 -0.867 -4.478 0.285
```
Positions in Å, forces in eV/Å.

The value obtained for the energy relative to the best compared isomer or geometry (same formula, charge and spin) is 0.00 kJ/mol. As for the net charge: 0. Its molecular weight is 454.90 g/mol. The total energy comes out at -3004.1504 hartree. As for the spin multiplicity: 2.

For each atom in turn, the Mulliken charge in e is: V -1.237; P 0.904; C 0.742; C 0.324; C 0.556; C -1.542; H 0.478; C -1.743; H 0.307; H 0.468; H 0.351; H 0.326; H 0.446; H 0.296; H 0.531; C -1.063; C -1.704; H 0.303; H 0.508; H 0.295; H 0.056; H 0.375; H 0.370; C -1.127; H 0.560; C -1.438; H 0.183; H 0.548; H -0.016; H 0.136; H 0.501; H 0.233; Cl -0.601; H 0.243; H 0.207; P 0.876; C 0.615; C 0.515; C 0.981; C -1.281; H 0.443; C -1.719; H 0.305; H 0.453; H 0.342; H 0.317; H 0.411; H 0.176; H 0.412; C -1.457; C -1.718; H 0.315; H 0.487; H 0.311; H 0.259; H 0.441; H 0.354; C -1.572; H 0.558; C -1.326; H 0.205; H 0.448; H 0.288; H 0.080; H 0.497; H 0.199; O -0.593; N 0.084; O -0.482